Computed, not measured: a single C3H4N2O3 molecule in a non-equilibrium geometry, with wB97M-V/def2-TZVPD.

E_tot: -451.9240 Eh
LUMO level: -0.47 eV
SMILES string: [H]/N=C(\N)OC(=O)C=O

Last column: Mulliken charge in e.
Cartesian coordinates (Å):
H  -2.20  1.29  -0.27  0.22
N  -1.45  0.61  -0.36  -0.63
C  -0.38  0.93  0.20  0.64
N  0.05  2.18  0.70  -0.40
O  0.66  0.11  0.23  -0.34
C  0.60  -0.96  -0.67  0.60
O  0.47  -0.87  -1.87  -0.44
C  0.69  -2.43  -0.13  -0.01
O  0.61  -2.74  1.02  -0.42
H  0.86  2.18  1.29  0.22
H  -0.62  2.90  0.77  0.20
H  0.70  -3.20  -0.92  0.36


Computed, not measured: a molecular structure, C22H40Br12HgN2O2 in a non-equilibrium geometry, with wB97M-V/def2-TZVPD.

E_tot: -32163.6335 Eh
LUMO level: -0.17 eV

Last column: Mulliken charge in e.
Cartesian coordinates (Å):
Hg  5.41  -11.32  7.44  1.32
C  8.39  -8.29  8.88  -1.72
C  7.93  -9.29  7.82  1.50
C  9.10  -9.66  6.89  -1.41
C  10.02  -10.71  7.52  -1.00
C  9.21  -11.91  7.94  0.38
C  8.13  -11.55  8.96  1.89
N  7.29  -10.49  8.40  1.83
O  6.13  -10.21  9.22  -0.93
C  8.79  -11.25  10.31  -0.27
C  7.31  -12.84  9.17  -2.18
C  6.87  -8.58  6.98  -2.04
H  9.24  -8.57  9.50  0.18
H  7.61  -8.06  9.61  0.19
H  8.61  -7.33  8.41  0.57
H  9.67  -8.74  6.79  0.50
H  8.74  -10.03  5.93  0.33
H  10.56  -10.28  8.37  0.42
H  10.78  -11.03  6.79  0.40
H  9.81  -12.72  8.38  -0.16
H  8.77  -12.41  7.07  -0.89
H  9.66  -11.89  10.45  -0.55
H  8.13  -11.45  11.14  -0.15
H  9.16  -10.23  10.38  0.26
H  6.54  -12.72  9.92  0.43
H  8.00  -13.63  9.47  0.22
H  6.98  -13.15  8.16  0.40
H  6.40  -9.28  6.27  0.30
H  7.31  -7.80  6.35  0.42
H  6.12  -8.11  7.61  0.28
C  2.86  -14.19  5.31  -1.83
C  4.08  -13.96  6.24  1.80
C  4.87  -15.25  6.42  -1.41
C  5.91  -15.57  5.32  -0.82
C  6.75  -14.37  4.96  -0.68
C  5.92  -13.13  4.65  1.38
N  4.98  -12.88  5.73  1.69
O  4.29  -11.62  5.62  -0.83
C  5.25  -13.25  3.28  -1.97
C  6.88  -11.94  4.56  -1.47
C  3.52  -13.55  7.59  -2.56
H  3.18  -14.59  4.35  0.35
H  2.38  -13.23  5.15  0.36
H  2.23  -14.96  5.75  0.50
H  4.17  -16.09  6.27  0.33
H  5.23  -15.40  7.44  0.45
H  5.38  -15.97  4.45  0.40
H  6.55  -16.37  5.70  0.39
H  7.38  -14.54  4.07  0.40
H  7.44  -14.14  5.78  -0.33
H  5.98  -13.11  2.48  0.50
H  4.56  -12.42  3.14  0.37
H  4.70  -14.18  3.16  0.31
H  7.55  -11.90  5.42  -0.42
H  6.32  -11.01  4.49  0.38
H  7.50  -12.02  3.67  0.63
H  3.10  -12.55  7.53  0.56
H  4.28  -13.63  8.38  0.39
H  2.75  -14.25  7.94  0.50
C  7.47  -4.81  10.76  -0.31
Br  6.11  -5.79  9.86  0.02
Br  8.04  -5.61  12.40  -0.01
Br  6.96  -2.98  10.99  -0.05
H  8.33  -4.80  10.11  0.36
C  8.08  -10.84  14.23  -0.41
Br  7.48  -9.25  13.33  0.06
Br  9.89  -11.22  13.77  0.00
Br  6.93  -12.32  13.84  -0.03
H  8.00  -10.67  15.30  0.36
C  12.23  -14.13  10.74  1.43
Br  11.41  -15.70  11.45  -0.01
Br  13.12  -14.45  9.05  -0.01
Br  13.41  -13.30  12.00  -0.06
H  11.45  -13.41  10.52  -1.32
C  10.27  -16.26  6.43  -0.21
Br  11.30  -14.90  5.54  -0.06
Br  9.52  -15.62  8.07  0.08
Br  11.17  -17.93  6.63  -0.02
H  9.43  -16.38  5.76  0.24


Computed, not measured: a single CH2O3S molecule in a non-equilibrium geometry, with wB97M-V/def2-TZVPD.

E_tot: -663.0895 Eh
LUMO level: 0.13 eV
SMILES string: O=S1(=O)CO1

Last column: Mulliken charge in e.
Cartesian coordinates (Å):
O  -1.75  -1.31  -0.29  -0.51
S  -0.85  -0.01  -0.11  0.89
O  -1.42  1.26  -0.48  -0.49
C  0.88  -0.04  -0.01  -0.11
O  0.08  0.00  1.20  -0.28
H  1.39  0.89  -0.07  0.24
H  1.68  -0.80  -0.23  0.25


Computed, not measured: a molecular structure, C41H30NNiO2P2S, with wB97M-V/def2-TZVPD.

E_tot: -4374.8984 Eh
LUMO level: 2.64 eV
charge: -1

Last column: Mulliken charge in e.
Cartesian coordinates (Å):
Ni  -0.53  -0.02  1.10  0.88
C  5.63  1.51  -0.92  -0.54
C  4.65  2.04  -0.10  -0.77
C  3.47  1.34  0.12  -0.58
C  3.26  0.10  -0.46  0.78
C  4.25  -0.43  -1.28  -0.26
C  5.43  0.27  -1.52  -0.79
P  1.67  -0.74  -0.04  1.43
C  1.59  -2.05  -1.32  0.01
C  1.18  -3.34  -1.00  -0.74
C  0.99  -4.29  -2.00  -0.73
C  1.20  -3.96  -3.33  -0.54
C  1.58  -2.67  -3.66  -0.96
C  1.76  -1.72  -2.66  -0.03
C  2.21  -1.66  1.46  0.11
C  3.34  -2.43  1.44  -0.08
C  3.79  -3.10  2.59  -0.98
C  3.08  -2.99  3.76  -0.79
C  1.90  -2.21  3.82  0.85
C  1.17  -2.09  5.03  -0.88
C  0.02  -1.35  5.06  -0.91
C  -0.44  -0.70  3.89  0.13
C  0.23  -0.77  2.70  -0.76
C  1.43  -1.53  2.66  0.67
H  6.55  2.06  -1.10  0.36
H  4.80  3.00  0.38  0.43
H  2.72  1.76  0.78  0.32
H  4.11  -1.40  -1.75  0.36
H  6.19  -0.15  -2.16  0.40
H  0.99  -3.61  0.03  0.50
H  0.67  -5.29  -1.73  0.42
H  1.05  -4.70  -4.11  0.38
H  1.73  -2.39  -4.70  0.43
H  2.04  -0.71  -2.93  0.49
H  3.92  -2.51  0.53  0.33
H  4.69  -3.70  2.55  0.42
H  3.42  -3.49  4.66  0.34
H  1.53  -2.61  5.92  0.32
H  -0.54  -1.27  5.98  0.40
H  -1.37  -0.14  3.96  0.44
O  0.91  2.02  2.47  -0.74
C  0.16  1.71  1.56  -0.09
C  -0.14  2.84  0.54  0.31
C  0.57  4.04  0.57  -0.51
C  0.29  5.02  -0.38  -0.75
C  -0.69  4.81  -1.34  -0.61
C  -1.41  3.62  -1.35  -0.28
C  -1.13  2.64  -0.41  -0.05
P  -1.93  1.03  -0.18  0.95
C  -3.56  1.45  0.54  0.33
C  -4.54  0.46  0.61  -0.22
C  -5.76  0.73  1.22  -0.76
C  -6.01  1.98  1.76  -0.47
C  -5.04  2.97  1.70  -0.73
C  -3.81  2.70  1.09  -0.52
C  -2.37  0.45  -1.86  0.31
C  -3.44  0.98  -2.59  -0.49
C  -3.69  0.51  -3.88  -0.74
C  -2.89  -0.48  -4.43  -0.59
C  -1.85  -1.02  -3.70  -0.49
C  -1.59  -0.56  -2.41  0.13
H  1.32  4.17  1.33  0.52
H  0.84  5.95  -0.37  0.36
H  -0.90  5.57  -2.08  0.42
H  -2.18  3.46  -2.10  0.39
H  -4.34  -0.53  0.23  0.29
H  -6.50  -0.06  1.29  0.40
H  -6.96  2.19  2.24  0.37
H  -5.22  3.94  2.12  0.40
H  -3.06  3.47  1.05  0.35
H  -4.08  1.73  -2.16  0.45
H  -4.52  0.92  -4.44  0.39
H  -3.10  -0.85  -5.43  0.39
H  -1.23  -1.81  -4.11  0.43
H  -0.80  -0.99  -1.82  -0.17
O  -3.43  -2.46  1.59  -0.58
S  -2.19  -2.80  0.86  -0.07
N  -1.13  -1.81  0.64  -0.17


Computed, not measured: 2 unconnected molecules or ions with the total composition C3H7NOSi in a non-equilibrium geometry, with wB97M-V/def2-TZVPD.

E_tot: -537.9411 Eh
LUMO level: -0.46 eV
SMILES string: CC[SiH]=O.C#N

Last column: Mulliken charge in e.
Cartesian coordinates (Å):
C  0.64  -1.44  1.78  -0.99
C  0.15  -1.24  0.32  -0.85
Si  0.72  0.40  -0.65  0.62
O  0.49  0.91  -2.07  -0.54
H  0.48  -2.46  1.92  0.34
H  1.68  -1.19  1.72  0.31
H  0.11  -0.70  2.42  0.29
H  0.53  -1.95  -0.27  0.45
H  -0.88  -1.29  0.25  0.45
H  1.95  0.88  0.16  -0.07
C  -1.95  2.64  -1.86  0.06
N  -2.48  3.33  -1.09  -0.38
H  -1.45  2.10  -2.62  0.32


no.,HOMO-LUMO gap (eV)
1,9.51
2,7.25
3,11.68
4,6.84
5,10.03